Record 1
Density functional theory data (the ωB97M-V functional and the def2-TZVPD basis) for an isolated ion of composition C19H29N2O4 and charge +1.

Results
Multiplicity: 1
Structure (SMILES): C=CCc1ccccc1OC[C@H](O)C[NH+]1CCN(C(=O)OCC)CC1
Charge: +1
Energy in eV: -31337.76591

Structure (XYZ):
```
54
Properties=species:S:1:pos:R:3:forces:R:3:nbo_charge:R:1
O -0.3931 -2.4018 -1.5985 0.4 0.1 0.1 -0.515
O -0.6982 -2.8585 0.5991 -0.4 -0.3 0.2 -0.648
O 0.4303 1.4849 -0.2252 -0.4 -0.1 -0.1 -0.579
O 3.0342 2.2038 -1.3467 0.1 -0.1 -0.3 -0.728
N 1.2905 -2.1087 -0.1558 0.1 0.1 -0.1 -0.477
N 2.4916 0.0513 0.5027 -0.4 0.2 -0.2 -0.407
C 2.1397 -1.6315 -1.2247 -0.1 -0.1 -0.3 -0.228
C -1.8128 -0.3323 2.5031 0.2 0.2 -0.1 -0.201
C 3.1460 -0.6359 -0.6328 0.3 -0.3 -0.7 -0.249
C -1.7406 -2.8067 -1.8874 -0.7 -0.1 0.0 -0.070
C -1.8155 1.3624 0.6935 0.3 0.1 -0.1 0.026
C -1.3114 1.0182 2.0706 -0.1 -0.1 0.1 -0.476
C 1.9330 -2.2633 1.1233 -0.1 -0.1 0.2 -0.235
C -0.9658 1.5959 -0.3829 -0.2 0.0 0.0 0.234
C 3.1101 1.3445 0.8696 0.3 0.8 -0.2 -0.232
C 1.0990 2.7022 0.0655 0.4 0.4 0.1 -0.085
C -0.0136 -2.4964 -0.3233 0.2 0.2 -0.1 0.908
C -2.7397 -1.6990 -1.5966 0.4 -0.2 0.0 -0.641
C -2.6218 -0.5180 3.5280 -0.1 -0.1 0.1 -0.373
C -3.1852 1.4501 0.4661 0.1 0.1 -0.1 -0.202
C 2.3673 -0.8795 1.6470 -0.1 -0.6 0.4 -0.228
C -1.4589 1.9188 -1.6385 0.2 0.0 0.0 -0.243
C -2.8236 2.0067 -1.8383 0.1 0.0 0.0 -0.203
C -3.6870 1.7706 -0.7805 -0.1 0.0 0.0 -0.195
C 2.6226 2.4906 -0.0334 -0.5 0.0 0.4 0.064
H -0.7670 2.0909 -2.4500 0.1 0.0 -0.1 0.224
H -1.7264 -3.0593 -2.9486 0.0 0.0 0.1 0.198
H 2.6725 -2.4571 -1.7115 0.0 0.1 0.0 0.218
H -1.4863 -1.1717 1.9046 0.0 -0.2 -0.1 0.222
H -0.2174 1.0245 2.0805 0.0 0.1 0.0 0.191
H 3.1022 3.4135 0.3279 -0.1 -0.2 0.1 0.204
H 1.2158 -2.7260 1.8038 0.2 0.1 0.0 0.277
H 1.6251 -0.4818 2.3411 0.0 0.1 -0.1 0.230
H 2.8526 2.9520 -1.9261 0.0 0.0 0.0 0.495
H 0.7927 3.4768 -0.6492 0.0 -0.1 0.1 0.202
H 2.7966 -2.9290 1.0233 0.0 0.0 0.0 0.203
H -3.7308 -2.0252 -1.8956 -0.1 0.0 0.0 0.229
H -2.7548 -1.4708 -0.5338 0.0 0.0 0.1 0.222
H -4.7530 1.8371 -0.9295 -0.1 0.0 0.0 0.229
H -1.9745 -3.6951 -1.2942 0.1 0.1 -0.2 0.205
H -3.2091 2.2573 -2.8139 0.0 0.0 -0.1 0.229
H -2.9666 -1.4993 3.8023 -0.1 -0.2 0.0 0.211
H -2.4831 -0.7975 -2.1476 0.0 0.1 -0.1 0.213
H 2.8505 1.5816 1.9027 0.0 -0.1 0.0 0.235
H 4.1957 1.2580 0.7871 -0.1 -0.1 0.1 0.239
H 4.0427 -1.1367 -0.2625 0.0 0.1 0.1 0.216
H 1.5240 0.3006 0.1753 0.3 -0.2 0.2 0.501
H -1.6636 1.7751 2.7764 0.1 0.0 0.0 0.230
H 0.8399 3.0529 1.0739 0.0 0.0 -0.1 0.194
H -2.9692 0.2995 4.1395 0.0 0.2 0.1 0.192
H -3.8569 1.2631 1.2900 -0.1 0.0 0.1 0.229
H 3.4321 0.1037 -1.3799 0.0 -0.1 0.2 0.275
H 3.3292 -0.9487 2.1593 0.0 0.1 -0.1 0.225
H 1.5058 -1.1495 -1.9713 0.2 0.0 0.1 0.243
```
Positions in Å, forces in eV/Å.

Record 2
Density functional theory data (the ωB97M-V functional and the def2-TZVPD basis) for C19H29N3O4 as an isolated structure in a non-equilibrium geometry.

Results
Multiplicity: 1
Charge: 0
Energy in eV: -32816.22527

Structure (XYZ):
```
55
Properties=species:S:1:pos:R:3:forces:R:3:nbo_charge:R:1
O 1.9585 -1.6659 -4.0815 3.2 2.1 3.7 -0.509
O 3.8736 -0.3456 -3.0617 -7.4 -3.8 -0.5 -0.571
O -0.2997 2.4713 -2.4104 0.9 3.3 -3.8 -0.537
O -1.6963 3.7235 0.3506 2.3 -1.3 -0.5 -0.603
N -0.8320 -0.5023 -1.3954 -1.7 2.9 6.7 -0.410
N -1.1054 -0.2796 3.8515 -18.9 -0.3 -1.1 -0.501
N -2.1304 0.7378 1.4252 0.2 -3.0 1.6 -0.591
C 1.5416 -2.2023 -1.1303 2.8 1.9 2.4 -0.417
C 2.9286 -0.7631 -6.0425 -3.9 2.9 6.5 -0.611
C 1.5395 -0.9134 -1.9429 2.5 3.3 2.3 -0.325
C -2.3742 1.4561 2.6480 1.2 0.4 -0.7 -0.252
C 0.8341 0.7480 4.2815 3.0 -3.7 -1.8 -0.454
C -0.8133 2.2371 -1.3954 1.9 -5.6 1.8 0.462
C 2.6721 -0.9000 -3.0713 0.7 1.7 1.1 0.820
C -1.3922 1.0698 3.7797 -1.3 4.9 1.8 -0.043
C -2.3801 -1.2335 4.6733 6.4 15.7 5.8 -0.121
C -1.1876 2.6377 -0.0714 -5.5 7.0 2.5 0.313
C 2.9260 -1.9305 -4.9998 1.2 -1.3 -4.9 -0.087
C -0.7666 -1.7441 -0.5227 -2.1 -1.8 -2.1 -0.219
C -0.8780 0.8160 -0.8284 -4.1 -1.2 2.8 0.129
C 0.1180 -0.4497 -2.3181 4.6 0.5 -6.6 -0.239
C -2.3703 -2.4701 4.4370 9.8 -6.0 -12.6 -0.612
C 0.0137 -0.6243 4.0363 17.8 -4.9 5.4 -0.178
C 0.6469 -2.1968 0.0638 -3.7 7.7 -1.2 -0.397
C -1.6424 1.3870 0.3653 4.0 -6.7 -2.5 0.185
C -0.0038 1.5322 3.5333 -2.1 9.0 -5.9 -0.354
H -0.9828 -2.5417 -1.3528 -0.2 1.0 1.5 0.189
H -1.7734 1.7292 4.7752 0.5 -2.2 -1.8 0.168
H -1.3625 -3.1024 4.5769 -1.9 1.7 -0.5 0.227
H 1.3069 -3.0266 -1.6942 -0.2 -2.1 -1.6 0.210
H 0.6522 -1.1122 0.6625 1.5 -3.2 -0.2 0.210
H 2.5328 -2.2723 -0.6108 -0.2 -0.5 -1.3 0.227
H -2.0256 -0.4010 1.8070 0.3 4.1 -2.5 0.432
H 0.2432 2.8375 3.7787 -1.2 -3.8 -0.8 0.201
H 3.9727 -2.1312 -4.6280 -1.3 0.4 0.1 0.200
H -1.6644 -1.7163 0.1926 1.5 -0.1 -1.0 0.209
H -2.5367 2.4647 2.2867 0.8 0.8 1.0 0.256
H 3.2520 0.2413 -5.5337 0.0 -2.0 -1.3 0.225
H 0.4681 -3.1044 0.5027 0.1 -1.9 1.8 0.225
H -0.0240 1.5012 2.3208 1.3 -0.2 2.6 0.200
H -3.2943 1.1525 2.9370 -3.2 -0.9 1.3 0.180
H -1.9361 -0.7873 5.8068 -1.3 -1.8 -2.6 0.168
H -0.1683 -1.1521 -3.0344 -0.4 -1.3 -1.9 0.189
H 0.3982 -1.2659 5.0016 -1.7 0.9 -1.1 0.150
H 1.8692 -0.5504 -6.3557 0.7 -0.4 0.5 0.203
H 0.5663 -1.2026 3.2885 0.0 -0.1 -0.7 0.155
H 2.6003 -2.8734 -5.5451 0.4 1.0 0.5 0.176
H 0.1813 0.5560 -2.9082 -0.2 -1.8 1.4 0.270
H -3.2273 -0.6338 4.5841 -1.6 0.7 -0.7 0.205
H -2.9525 -2.8719 4.9536 -9.5 -6.9 7.5 0.210
H 1.9235 -0.0662 -1.2401 -0.5 -1.4 -0.7 0.216
H -2.7030 -2.4228 3.2705 0.6 -1.5 2.3 0.194
H 1.8359 0.7950 3.8161 -0.1 -0.5 0.9 0.223
H 0.7822 1.1940 5.2065 0.4 -0.1 2.8 0.211
H 3.3420 -1.0831 -6.8412 3.7 -1.4 -5.5 0.194
```
Positions in Å, forces in eV/Å.

Record 3
Density functional theory data (the ωB97M-V functional and the def2-TZVPD basis) for C19H29N3O5S as an isolated structure in a non-equilibrium geometry.

Results
Multiplicity: 1
Charge: 0
Energy in eV: -45694.33306

Structure (XYZ):
```
57
Properties=species:S:1:pos:R:3:forces:R:3:nbo_charge:R:1
S -1.5235 2.8066 -0.1166 -13.3 5.6 -6.8 2.317
O -1.5566 4.0511 -1.0004 1.7 -2.9 2.8 -0.929
O 0.3652 -1.9656 1.3324 4.1 13.7 -2.6 -0.445
O -2.8381 2.0831 -0.3430 3.8 -0.5 -0.5 -0.949
O 1.5215 -2.2768 -0.6620 -2.7 0.7 3.1 -0.637
O -2.2620 -4.0781 1.5956 -0.1 1.3 -0.8 -0.644
N -1.5327 -3.1529 -0.3199 3.0 0.9 -5.2 -0.600
N 3.6522 -0.0218 -0.4196 -6.7 -0.8 -1.5 -0.453
N -1.8006 3.1780 1.3594 5.0 11.6 -3.2 -0.656
C 0.9895 -1.5829 0.2506 3.2 1.5 -4.3 0.786
C -2.6900 -3.3884 -1.0651 -4.1 9.0 14.1 -0.205
C 0.0280 -3.0791 1.5846 -5.6 -11.9 -5.1 -0.109
C 5.9046 -0.3031 -0.7143 -2.0 -7.9 3.3 -0.443
C -0.7131 4.3350 1.6746 -1.4 -6.9 7.5 -0.403
C -0.1909 2.0631 -0.2209 10.5 -3.9 -3.8 -0.576
C 3.8291 -1.3161 0.1406 0.9 -1.6 4.9 -0.218
C 5.3955 -1.2698 0.6056 -5.3 6.3 -6.0 -0.340
C -4.2226 -1.9234 -2.3592 1.1 0.9 -8.0 -0.592
C -1.4908 -3.4186 0.8892 2.8 -3.5 8.7 0.667
C 2.3615 0.7340 -0.6936 0.4 -14.8 7.5 0.308
C -3.1130 -2.0845 -1.5780 1.4 4.7 7.5 -0.178
C 4.7986 0.4126 -0.8729 -0.7 13.6 -2.9 -0.073
C 1.0711 2.7091 -0.7776 -5.7 -0.7 2.8 -0.006
C 1.1326 -0.0266 0.0706 0.7 0.4 -3.6 -0.114
C 2.2037 1.9606 -0.6975 3.5 10.3 -4.9 -0.359
C -0.0753 0.6430 -0.0830 13.5 8.3 -2.3 -0.054
C -3.6035 -1.2158 -0.1268 4.6 2.8 -2.7 -0.642
C -2.1444 2.2933 2.1612 3.8 -7.0 8.8 -0.334
H -0.0155 -3.2923 2.5046 -1.1 -1.1 7.4 0.190
H -0.7269 5.0371 1.0339 0.2 4.4 -5.2 0.213
H -1.0594 1.5431 2.5295 -1.7 1.3 -0.7 0.018
H 3.3022 -1.3337 1.2059 0.4 -0.3 -2.2 0.189
H -2.3428 2.4839 3.1884 -1.1 0.9 0.4 0.228
H -2.5795 -3.8554 -1.7485 2.9 -11.6 -14.8 0.154
H 5.8134 -2.1091 0.5792 3.4 -7.0 0.0 0.186
H 4.7194 0.9128 -2.0868 0.2 -1.1 3.4 0.179
H 5.5298 -0.7326 1.4496 0.3 1.6 2.8 0.191
H 6.7732 -0.0648 -0.4226 6.3 3.2 1.5 0.226
H 0.8933 3.7477 -1.0677 0.8 -0.3 0.0 0.262
H -2.2931 -1.4749 -1.9481 0.5 -0.3 0.0 0.198
H -4.9832 -2.4571 -2.0435 -4.1 -2.6 1.2 0.202
H -0.7537 0.2164 0.2016 -13.7 -8.3 5.2 0.164
H -3.6354 -0.0449 -0.5218 0.4 -3.0 1.6 0.246
H -1.0628 4.7959 2.6258 0.1 -0.4 -0.5 0.214
H -4.5669 -1.4524 0.0869 -2.9 -1.1 0.7 0.185
H 0.6931 -3.8530 1.2258 0.4 -0.5 -0.8 0.166
H 3.5934 -2.2732 -0.3971 0.2 1.3 0.2 0.236
H 3.1267 2.4638 -1.2146 -1.4 -0.3 1.3 0.247
H 5.0093 1.5016 0.0069 -0.2 -1.7 -2.6 0.070
H 5.9434 -0.9221 -1.5120 0.8 -2.6 -2.5 0.199
H -2.6085 1.5230 1.7313 -2.8 -2.6 -1.3 0.251
H 0.2395 3.7912 1.9481 -0.7 0.8 -0.7 0.204
H -4.5123 -0.9374 -2.7091 0.0 0.4 0.8 0.234
H -3.8071 -2.3290 -3.3891 -1.6 0.1 1.1 0.178
H -2.9141 -1.3991 0.7889 -1.2 0.6 -1.6 0.190
H -3.3605 -3.8622 -0.2861 0.0 0.5 -1.4 0.230
H -0.5898 -3.1397 -0.7546 -1.1 0.4 -0.1 0.428
```
Positions in Å, forces in eV/Å.

Record 4
Density functional theory data (the ωB97M-V functional and the def2-TZVPD basis) for one molecule with the formula C19H29NO3.

Results
Multiplicity: 1
Structure (SMILES): CCCCOc1ccc(C(=O)O[C@@H]2C[C@H](C)N(C)C[C@H]2C)cc1
Charge: 0
Energy in eV: -27806.84970

Structure (XYZ):
```
52
Properties=species:S:1:pos:R:3:forces:R:3:nbo_charge:R:1
O -4.8461 1.4101 -0.4677 0.2 0.3 0.1 -0.486
O 1.3974 0.7143 0.0126 -0.1 -0.2 0.0 -0.519
O 1.2438 2.9323 0.3659 -0.1 -0.1 0.0 -0.609
N 5.3827 -0.6726 0.0645 0.2 0.0 0.1 -0.446
C -1.5708 2.7881 0.1098 0.1 -0.2 0.0 -0.128
C -5.6976 -0.6294 0.5842 0.1 0.0 -0.3 -0.426
C -6.3137 -2.0035 0.3258 -0.1 0.2 0.1 -0.392
C -2.9305 2.6577 -0.0371 -0.2 -0.1 0.0 -0.268
C 3.4675 0.3378 -1.1625 0.0 0.2 0.3 -0.431
C -2.6654 0.3018 -0.4581 -0.4 -0.1 -0.1 -0.282
C 5.6656 -0.0929 -2.3266 -0.1 0.1 0.3 -0.614
C -3.4997 1.4112 -0.3243 0.3 0.1 0.0 0.323
C 4.9944 0.2443 -0.9990 -0.1 0.0 -0.3 -0.037
C 3.2394 -0.1980 1.2895 -0.1 0.3 0.0 -0.257
C -1.2990 0.4397 -0.3100 0.2 0.3 0.1 -0.146
C -7.7553 -1.9317 -0.1641 0.2 -0.1 0.0 -0.608
C 2.6934 0.2705 2.6337 0.0 -0.1 -0.3 -0.605
C 4.7775 -0.2685 1.3158 -0.2 -0.1 0.0 -0.207
C 0.7228 1.8648 0.1406 0.0 0.3 0.1 0.797
C -0.7348 1.6781 -0.0245 -0.2 -0.1 0.0 -0.216
C 5.2177 -2.0818 -0.2274 0.0 0.1 -0.1 -0.418
C -5.5392 0.1979 -0.6943 -0.2 -0.4 0.2 -0.064
C 2.8224 0.7481 0.1596 0.6 -0.1 0.0 0.082
H 5.5447 0.7386 -3.0163 0.0 0.0 -0.1 0.216
H 5.2245 -0.9771 -2.7795 0.0 -0.1 -0.1 0.203
H 3.2198 1.0703 -1.9324 0.0 0.0 -0.1 0.218
H 5.5114 -2.6491 0.6548 0.0 -0.1 0.0 0.203
H 6.7273 -0.2642 -2.1714 0.1 0.0 0.0 0.219
H 4.1942 -2.3742 -0.4981 0.0 -0.1 0.0 0.162
H 5.3578 1.2300 -0.6771 0.0 0.0 0.0 0.192
H 5.8841 -2.3588 -1.0414 0.0 -0.1 0.0 0.203
H -3.0673 -0.6741 -0.6811 -0.1 -0.1 0.0 0.210
H -6.5172 0.5153 -1.0635 0.1 -0.1 0.0 0.197
H 5.0986 -0.9635 2.0951 0.0 0.1 0.1 0.202
H 3.0621 -0.6273 -1.4733 0.0 -0.1 -0.1 0.201
H 3.1130 1.7760 0.4137 0.0 -0.2 0.0 0.213
H -7.8138 -1.4640 -1.1433 -0.1 0.1 -0.1 0.199
H -5.7076 -2.5410 -0.4076 0.1 -0.1 0.0 0.194
H 2.9959 -0.4121 3.4248 0.0 0.0 0.1 0.209
H -3.5892 3.5059 0.0615 -0.1 0.1 0.0 0.226
H 5.1687 0.7232 1.5669 0.0 0.0 0.1 0.193
H 1.6065 0.3116 2.6097 -0.1 0.0 0.1 0.217
H 3.0690 1.2641 2.8700 0.0 0.1 0.1 0.208
H -6.3188 -0.0708 1.2869 0.0 0.0 0.0 0.206
H -5.0476 -0.3908 -1.4787 0.0 0.1 0.0 0.170
H -6.2844 -2.5725 1.2574 0.1 -0.1 0.0 0.207
H -8.1754 -2.9318 -0.2412 -0.1 0.0 -0.1 0.213
H -4.7149 -0.7564 1.0444 0.0 0.1 0.0 0.213
H -1.1251 3.7457 0.3309 0.0 0.1 0.0 0.237
H 2.8348 -1.1914 1.0689 0.0 0.0 -0.1 0.199
H -0.6591 -0.4223 -0.4164 0.0 -0.1 0.0 0.228
H -8.3644 -1.3576 0.5303 -0.1 0.1 0.1 0.203
```
Positions in Å, forces in eV/Å.